[1]
Computed, not measured: a cluster of 2 separate species, CClNO2P in total in a non-equilibrium geometry, with ωB97M-V/def2-TZVPD.

Geometry as XYZ:
```
6
CClNO2P, DFT ωB97M-V/def2-TZVPD
C 2.55 -0.87 0.04
N 3.68 -0.62 0.00
O -1.46 1.12 -1.33
O -1.46 1.23 1.24
P -1.20 0.50 -0.02
Cl -2.11 -1.36 0.07
```

total charge	-1
2S+1	1

For reference, the Mulliken charges in units of e are: -0.3596 -0.5171 -0.4568 -0.4566 0.9401 -0.1501

=====

[2]
Computed, not measured: a structure of composition CClNO2S in a non-equilibrium geometry, with ωB97M-V/def2-TZVPD.

Geometry as XYZ:
```
6
CClNO2S, DFT ωB97M-V/def2-TZVPD
C 0.65 -0.74 0.03
N 1.24 -1.73 0.03
O -0.49 1.37 -1.27
O -0.46 1.42 1.23
S -0.50 0.75 -0.02
Cl -2.85 -0.64 0.03
```

total charge	0
2S+1	1

For reference, the Mulliken charges in units of e are: 0.2964 -0.2389 -0.3403 -0.3564 0.8595 -0.2203

=====

[3]
Computed, not measured: a structure of composition CClNO3S2 in a non-equilibrium geometry, with ωB97M-V/def2-TZVPD.

Geometry as XYZ:
```
8
CClNO3S2, DFT ωB97M-V/def2-TZVPD
C -0.91 0.48 -1.48
N 0.16 0.58 -0.98
O -1.93 0.16 -1.95
O 1.23 -2.25 2.02
O 1.28 -0.32 3.45
S 1.17 0.58 0.36
S 0.54 -0.98 2.39
Cl -3.34 -6.51 -10.55
```

total charge	-2
2S+1	1

Results of the Mulliken charge analysis, in e, for atoms 1 through 6: 0.5389 -0.2647 -0.5166 -0.4938 -0.4933 -0.3172

=====

[4]
Computed, not measured: a cluster of 2 separate species, CClNS in total in a non-equilibrium geometry, with ωB97M-V/def2-TZVPD.

Geometry as XYZ:
```
4
CClNS, DFT ωB97M-V/def2-TZVPD
C 0.74 0.45 -1.37
N 1.59 0.92 -0.70
S -1.59 -1.44 0.64
Cl -0.75 0.07 1.43
```

total charge	0
2S+1	1

For reference, the Mulliken charges in units of e are: 0.2202 -0.2132 0.0045 -0.0115

=====

[5]
Computed, not measured: an isolated molecule of CClNS in a non-equilibrium geometry, with ωB97M-V/def2-TZVPD.

Geometry as XYZ:
```
4
CClNS, DFT ωB97M-V/def2-TZVPD
C -0.02 0.64 0.72
N 1.03 -1.24 0.00
S -0.45 -0.95 0.19
Cl -0.08 1.98 -0.31
```

total charge	0
2S+1	3

For reference, the Mulliken charges in units of e are: 0.0960 -0.2675 0.2175 -0.0459

=====

[6]
Computed, not measured: a structure of composition CErF3NO4S2 in a non-equilibrium geometry, with ωB97M-V/def2-TZVPD.

Geometry as XYZ:
```
12
CErF3NO4S2, DFT ωB97M-V/def2-TZVPD
N 0.70 0.95 1.19
S 2.32 0.55 1.16
O 2.73 1.15 -0.23
O 3.04 -0.78 1.16
S -0.51 0.32 0.37
O 0.28 -0.20 -0.83
O -1.46 0.82 1.40
Er 2.34 -0.33 -1.73
C -2.04 -0.47 -0.48
F -2.62 -1.31 0.36
F -2.91 0.48 -0.80
F -1.88 -1.17 -1.59
```

total charge	+1
2S+1	4

Results of the Mulliken charge analysis, in e, for atoms 1 through 6: -0.4703 0.6140 -0.5096 -0.5523 1.3484 -0.3587

=====

[7]
Computed, not measured: the ion CF2O3P with charge -1 in a non-equilibrium geometry, with ωB97M-V/def2-TZVPD.

Geometry as XYZ:
```
7
CF2O3P, DFT ωB97M-V/def2-TZVPD
C -1.50 -0.11 0.06
O -2.36 0.60 -0.38
O -0.05 0.73 -0.15
O -1.22 -1.25 0.35
F 2.38 1.05 0.09
F 1.66 -1.04 -0.53
P 1.08 0.02 0.55
```

total charge	-1
2S+1	1
SMILES	O=C([O-])OP(F)F

Results of the Mulliken charge analysis, in e, for atoms 1 through 6: 0.7447 -0.5434 -0.2314 -0.5780 -0.3745 -0.2684

=====

[8]
Computed, not measured: a structure of composition CF2O3S in a non-equilibrium geometry, with ωB97M-V/def2-TZVPD.

Geometry as XYZ:
```
7
CF2O3S, DFT ωB97M-V/def2-TZVPD
C -1.01 0.28 -0.08
O -1.37 1.00 0.75
O 0.02 0.44 -0.94
O 0.54 -0.93 0.89
F -1.73 -0.80 -0.47
F 2.34 0.57 0.14
S 1.22 -0.57 -0.30
```

total charge	0
2S+1	1

Results of the Mulliken charge analysis, in e, for atoms 1 through 6: 0.7393 -0.3755 -0.2961 -0.4264 -0.1985 -0.2308

=====

What electronic energy values result from the calculations? In sequence: -28434.40571 -29975.54599 -42864.40645 -25879.31481 -25878.01775 -68146.61820 -21908.25154 -23448.65806 eV.